1.
18
Properties=species:S:1:pos:R:3:forces:R:3:nbo_charge:R:1 method="wB97M-V/def2-TZVPD" charge=-1 molar_mass_g_mol=119.21 relative_energy_kcal_mol=38.4 gap_ha=0.2382 smiles=CNC[C@H](N)C[S-] lumo_ev=3.947
N 1.59475 0.20489 -0.01212 0.2444 -3.6187 0.3076 -0.89
C 0.41219 -0.47581 -0.69530 -0.5929 4.5427 1.2737 -0.07
C 0.40452 -0.17059 -2.19466 0.5125 0.0081 0.4154 -0.54
S 0.85637 1.58032 -2.57831 -0.0381 -0.3893 -0.1974 -0.72
C -0.86420 0.27452 -0.09153 -0.1260 -5.8386 0.0369 -0.20
N -1.38803 -0.27240 1.16901 -0.2621 3.1224 -0.2691 -0.64
C -0.67295 0.08568 2.34893 1.5259 0.3811 0.1991 -0.43
H 2.44406 -0.31038 -0.34937 -0.8188 1.0877 0.3214 0.34
H 1.63011 1.15251 -0.33298 0.0490 0.4622 -0.8133 0.39
H 0.29617 -1.51477 -0.45847 0.4289 -0.7611 0.1897 0.16
H 1.13894 -0.91491 -2.58197 -0.7204 0.4563 -0.6827 0.17
H -0.64782 -0.27106 -2.49334 0.4884 -0.7006 -0.6050 0.19
H -1.67694 0.02959 -0.74755 -0.3889 0.7564 -0.8978 0.17
H -0.68674 1.22806 0.08567 0.7323 4.5873 -0.0074 0.19
H -1.46648 -1.19821 1.02119 -0.3027 -3.8923 0.0187 0.33
H 0.42162 0.17065 2.11927 -0.6362 -0.0798 0.4410 0.21
H -0.79261 -0.69646 3.11744 -0.1727 0.5808 0.0028 0.18
H -1.00296 1.09839 2.67410 0.0774 -0.7047 0.2663 0.17

2.
18
Properties=species:S:1:pos:R:3:forces:R:3:nbo_charge:R:1 method="wB97M-V/def2-TZVPD" molar_mass_g_mol=105.12 relative_energy_kcal_mol=90.9 gap_ha=0.2614 smiles="CC(N)=[PH](C)C" lumo_ev=0.742
C -1.34903 0.11360 0.13723 0.4062 -0.7122 -0.6880 -0.24
C -2.16038 -1.18094 0.32989 0.4435 1.6996 -1.2910 -0.65
C 1.20227 1.45024 0.60255 -0.5130 0.6457 -0.0424 -0.97
C 2.17465 -0.87512 -0.54626 0.3236 0.3552 0.7462 -0.96
N -1.90344 0.91727 -0.86177 0.1464 3.2410 -2.4114 -0.86
P 0.50839 -0.15572 0.14899 1.2767 -1.7304 1.3082 0.98
H 0.87789 -0.89456 1.40934 -1.3505 0.7873 -1.2268 -0.03
H -2.94043 -0.95299 1.02895 -0.8071 -0.0573 0.0555 0.22
H -1.56128 -1.93063 0.72979 1.1500 -1.3164 1.0286 0.21
H -2.49432 -1.59511 -0.63256 -0.4805 0.2329 0.2112 0.18
H 0.70549 1.78571 1.49653 0.1685 -0.1273 0.7134 0.25
H 2.27850 1.57042 0.63323 0.0904 -0.4657 0.2421 0.24
H 0.87165 2.20151 -0.07405 -0.3556 0.6172 -1.1185 0.23
H 2.27849 -1.96568 -0.44689 -0.5412 0.1573 -1.0131 0.23
H 2.60663 -0.38201 -1.44615 -0.3781 -0.7147 0.5036 0.22
H 2.77467 -0.61588 0.33422 0.3601 0.4675 -0.3144 0.21
H -2.46642 0.61700 -1.74976 1.6688 0.0368 2.3362 0.36
H -1.40331 1.89289 -1.09329 -1.6082 -3.1166 0.9605 0.37

3.
95
Properties=species:S:1:pos:R:3:forces:R:3:mulliken_charge:R:1 method="wB97M-V/def2-TZVPD" charge=+1 molar_mass_g_mol=895.98 relative_energy_kcal_mol=0.0 gap_ha=0.2968 lumo_ev=-2.087
Pt 0.05173 0.59838 -0.43808 0.0800 0.0918 0.0668 1.49
C 1.50155 2.15704 -3.11013 -0.0049 0.0193 -0.0014 -1.50
Si 1.22119 0.41911 -2.45139 -0.0346 -0.0659 -0.0092 1.51
C 2.94037 -0.29412 -2.13586 0.0195 0.0085 0.0102 1.40
C 3.81670 -0.86776 -3.06084 0.0099 -0.0027 -0.0084 -0.95
C 5.09808 -1.24148 -2.68944 0.0058 0.0082 0.0137 -0.78
C 5.54121 -1.03614 -1.38570 -0.0064 -0.0075 -0.0266 -0.95
C 4.69096 -0.47023 -0.45344 -0.0108 -0.0027 0.0110 -0.28
C 3.39757 -0.10903 -0.82962 -0.0084 0.0002 -0.0087 -0.20
P 2.19971 0.51682 0.39749 0.0037 -0.0026 0.0344 -0.05
C 2.96123 1.99171 1.12775 0.0026 0.0084 -0.0059 0.69
C 3.99565 2.66326 0.47980 -0.0050 -0.0074 -0.0142 -1.03
C 4.51298 3.83467 1.01490 0.0045 0.0101 0.0157 -0.75
C 4.00570 4.34249 2.20135 -0.0058 -0.0074 -0.0105 -0.78
C 2.96804 3.68429 2.84837 0.0003 0.0058 -0.0018 -0.86
C 2.44178 2.52178 2.31012 -0.0103 0.0040 0.0026 -0.25
C 2.34679 -0.79830 1.66198 -0.0169 -0.0543 -0.0619 0.72
C 2.85117 -0.62272 2.94440 0.0123 0.0098 0.0204 -0.56
C 2.96082 -1.70872 3.80808 -0.0023 0.0188 0.0019 -0.68
C 2.58375 -2.97533 3.39283 -0.0104 -0.0112 -0.0170 -0.74
C 2.09558 -3.16102 2.10311 -0.0005 -0.0043 0.0242 -0.65
C 1.97600 -2.08039 1.24770 0.0158 0.0147 0.0197 -0.54
C 0.18720 -0.48493 -3.74259 0.0199 -0.0024 -0.0214 0.83
C 0.60743 -0.81367 -5.03490 -0.0122 -0.0065 0.0042 -1.05
C -0.26264 -1.39377 -5.94182 -0.0217 0.0035 -0.0016 -0.97
C -1.58259 -1.64311 -5.57948 0.0290 0.0029 -0.0029 -0.87
C -2.02407 -1.31360 -4.31086 -0.0025 0.0034 0.0122 -0.63
C -1.14126 -0.74070 -3.39567 -0.0037 0.0119 0.0172 0.68
P -1.61376 -0.35032 -1.67095 -0.0295 -0.0220 -0.0344 0.25
C -3.26306 0.40819 -1.72237 0.0029 0.0014 0.0001 1.97
C -3.34440 1.75398 -1.36869 -0.0092 -0.0048 0.0039 -0.73
C -4.56097 2.42116 -1.41568 0.0056 0.0060 -0.0008 -0.76
C -5.70610 1.74710 -1.80973 -0.0051 -0.0020 0.0036 -0.63
C -5.63768 0.40297 -2.15639 0.0042 0.0046 -0.0027 -0.99
C -4.42412 -0.26340 -2.11417 -0.0066 0.0015 -0.0048 -0.54
C -1.84960 -2.02726 -0.95891 0.0272 -0.0071 0.0106 0.57
C -2.96101 -2.42742 -0.21865 -0.0191 0.0215 -0.0065 -0.97
C -2.98806 -3.67238 0.40124 0.0110 -0.0082 0.0014 -0.68
C -1.90579 -4.53408 0.28629 -0.0010 0.0130 0.0086 -0.91
C -0.80558 -4.15475 -0.47208 -0.0028 -0.0122 0.0028 -0.45
C -0.77982 -2.91476 -1.09032 -0.0030 0.0048 -0.0133 -0.70
H 2.03571 2.12134 -4.06374 0.0004 0.0014 -0.0024 0.37
H 2.09858 2.74921 -2.41236 -0.0009 0.0003 -0.0017 0.37
H 0.55352 2.67348 -3.27284 0.0032 0.0024 -0.0030 0.41
H 3.49980 -1.03232 -4.08364 -0.0081 0.0021 0.0025 0.24
H 5.76030 -1.69347 -3.41668 0.0007 -0.0015 -0.0001 0.44
H 6.54286 -1.32900 -1.09995 0.0011 0.0017 0.0010 0.43
H 5.02343 -0.32570 0.56871 0.0063 -0.0028 -0.0016 0.54
H 4.40207 2.27408 -0.44501 -0.0045 -0.0007 0.0001 0.40
H 5.31637 4.34768 0.50313 -0.0006 0.0019 0.0005 0.44
H 4.41383 5.25309 2.61964 -0.0008 0.0003 -0.0004 0.41
H 2.55851 4.08341 3.76724 0.0046 0.0016 0.0006 0.47
H 1.60882 2.03530 2.80311 0.0029 0.0034 -0.0056 0.48
H 3.17857 0.35276 3.27721 0.0013 -0.0104 -0.0028 0.50
H 3.35980 -1.55954 4.80303 0.0005 -0.0031 0.0005 0.47
H 2.68304 -3.81926 4.06311 0.0038 0.0014 -0.0007 0.41
H 1.81446 -4.15090 1.76535 -0.0009 0.0045 -0.0031 0.45
H 1.59948 -2.22594 0.24118 -0.0018 -0.0012 -0.0036 0.29
H 1.62332 -0.60142 -5.34732 0.0027 0.0004 0.0100 0.38
H 0.07994 -1.64343 -6.93770 -0.0025 -0.0025 0.0001 0.42
H -2.26542 -2.09064 -6.28953 -0.0009 0.0012 -0.0008 0.45
H -3.05430 -1.50578 -4.04467 -0.0072 0.0023 0.0031 0.30
H -2.45054 2.27330 -1.04372 -0.0033 0.0033 -0.0009 0.31
H -4.61013 3.46652 -1.14083 -0.0015 0.0001 -0.0018 0.48
H -6.65503 2.26589 -1.84652 -0.0004 -0.0007 0.0017 0.41
H -6.53135 -0.12522 -2.46182 -0.0001 -0.0012 -0.0007 0.44
H -4.39111 -1.31350 -2.37583 0.0040 0.0006 -0.0065 0.38
H -3.82144 -1.77490 -0.13177 0.0082 -0.0141 -0.0044 0.33
H -3.87003 -3.98018 0.95043 -0.0042 -0.0007 -0.0005 0.56
H -1.92962 -5.50490 0.76361 -0.0033 -0.0015 -0.0027 0.42
H 0.03126 -4.83142 -0.59018 0.0024 0.0031 -0.0014 0.54
H 0.08004 -2.62657 -1.68566 0.0020 -0.0077 0.0041 0.33
C -2.37407 -0.62077 4.25323 0.0041 -0.0019 -0.0034 -0.83
N -2.19811 -0.95978 2.81904 0.0024 -0.0055 0.0004 0.17
C -0.78982 -1.33095 2.51706 0.0019 0.0048 0.0165 -0.44
C -2.71430 0.13786 1.89957 0.0048 0.0126 -0.0189 -0.04
C -1.99912 1.44719 1.99547 0.0059 -0.0055 -0.0127 0.72
C -2.54774 2.41823 2.84007 -0.0011 0.0066 -0.0005 -0.45
C -2.03497 3.70096 2.87483 -0.0039 0.0007 0.0032 -0.91
C -0.97460 4.01091 2.03389 0.0015 0.0053 0.0005 -0.80
C -0.43002 3.03866 1.20873 0.0093 -0.0126 0.0008 0.01
C -0.90475 1.71543 1.15193 -0.0334 -0.0164 -0.0126 -0.21
H -2.02820 -1.45473 4.85871 -0.0021 -0.0015 0.0006 0.31
H -3.42511 -0.42189 4.44848 0.0000 0.0025 0.0006 0.36
H -1.78538 0.26851 4.46332 -0.0009 -0.0021 0.0008 0.39
H -2.76595 -1.78114 2.60467 0.0013 -0.0044 0.0089 0.35
H -0.16231 -0.46057 2.68477 -0.0113 -0.0070 0.0026 0.29
H -0.72864 -1.62315 1.47208 0.0061 -0.0037 -0.0098 -0.31
H -0.49464 -2.15282 3.16583 0.0018 0.0009 0.0003 0.58
H -3.77427 0.23474 2.13982 -0.0018 0.0038 -0.0073 0.88
H -2.60629 -0.26167 0.89750 -0.0103 0.0020 0.0181 -1.45
H -3.41156 2.17420 3.45164 0.0004 -0.0019 -0.0012 0.44
H -2.46906 4.45051 3.52296 0.0010 0.0003 -0.0002 0.42
H -0.56955 5.01572 2.01954 0.0005 -0.0003 -0.0012 0.49
H 0.40104 3.32902 0.57321 -0.0005 -0.0031 0.0039 0.50

4.
48
Properties=species:S:1:pos:R:3:forces:R:3:nbo_charge:R:1 method="wB97M-V/def2-TZVPD" molar_mass_g_mol=418.48 relative_energy_kcal_mol=407.5 gap_ha=0.2695 lumo_ev=-0.442
C -1.86335 4.38148 -0.72482 1.6064 -1.9085 -7.8550 -0.40
N -0.54394 3.61917 -0.99650 0.2381 4.2502 -1.0688 -0.45
C -0.30260 2.30515 -0.46823 2.4792 12.2273 -6.1496 0.32
C 0.91313 1.75610 -0.74272 0.4362 4.0436 -0.0926 -0.11
N 0.83645 0.55775 -0.32971 -8.6647 -4.2983 7.0701 -0.26
C -0.56799 0.67092 0.30902 -0.3310 -3.0240 0.7523 0.20
N -1.31060 1.88135 0.09774 0.1879 -9.1017 3.6464 -0.36
S -1.14402 -0.78649 1.20243 0.0428 1.4253 0.1043 0.33
C -1.30833 -1.83471 -0.14690 -2.9882 -0.7746 -0.4787 0.10
N -0.83287 -1.72057 -1.35998 3.6281 5.9119 5.6249 -0.43
C -1.19113 -2.77628 -1.85677 -0.0232 -6.0657 -13.0552 0.07
C -0.75176 -3.08479 -3.27599 -6.2998 -7.8024 0.4297 -0.14
C -1.38511 -4.26847 -4.08091 -2.6209 6.1618 17.0775 -0.18
C -2.34421 -5.10648 -3.03561 4.6181 0.7327 -10.7718 -0.20
C -2.53281 -4.76668 -1.86599 -4.8942 0.8489 10.1835 -0.23
C -2.19321 -3.47669 -1.28608 1.9216 -7.4515 -8.8689 0.10
N -2.28457 -2.92949 -0.23024 -1.7176 6.2486 15.5534 -0.46
H -2.81751 -3.17623 0.68972 1.0718 0.3299 -2.6467 0.42
H -3.27983 -5.50703 -1.17920 2.0275 2.1808 -1.7700 0.20
H -2.81962 -5.91823 -3.48443 -0.4655 -1.5230 -0.3671 0.21
H -1.12224 -4.55467 -4.90315 2.6468 -3.0850 -9.3037 0.15
H -0.32049 -2.37905 -3.79129 3.0071 3.6307 -2.4812 0.18
C 1.71312 -0.45364 0.13554 1.7955 -1.8575 -4.1947 -0.24
H 2.16488 -0.40034 -0.82294 2.1186 -1.5700 -1.0504 0.25
H 1.50819 -1.51805 0.30539 -1.9156 0.6081 -0.6151 0.25
C 2.68999 -0.16553 1.15856 0.4028 6.1397 -1.4693 -0.45
C 1.90135 0.16894 2.25478 -1.6339 -5.7051 9.8326 -0.05
C 1.50616 1.28795 2.91509 0.3815 6.8803 -4.9480 -0.15
C 0.59451 1.67119 3.91596 3.2086 -12.0754 -1.9355 -0.22
C 0.25823 0.46989 4.66293 2.9417 -0.8366 -2.1421 -0.17
C 0.86623 -0.85199 4.44376 4.3305 12.8043 -9.6740 -0.18
C 1.71704 -0.96478 3.18333 -3.9219 1.8258 2.9607 -0.16
H 1.92499 -1.98505 3.00103 0.8484 -0.8852 -0.7155 0.19
H 0.56234 -1.58981 4.84946 -3.4379 -9.4842 5.6858 0.16
H -0.27900 0.65373 5.51195 -1.7684 -0.0305 2.1479 0.19
H 0.29795 2.45038 4.34851 -1.9464 7.0372 2.3192 0.21
H 1.87843 2.15940 2.12776 -0.8810 -1.0275 2.2096 0.16
H 3.00575 0.89979 0.97501 1.4566 -1.0429 -0.8076 0.22
H 3.42218 -0.88646 1.31901 1.2321 -0.9988 0.0473 0.25
C 2.00102 2.49303 -1.19310 -4.6134 1.3760 -2.0433 0.67
O 2.93917 1.93125 -1.63084 3.9311 0.2690 -0.5694 -0.57
N 1.53559 3.86535 -1.60838 16.1719 -5.1611 -2.1230 -0.62
C 0.52053 4.51967 -1.62430 -9.4677 2.8770 0.4202 0.78
O 0.38206 5.63200 -2.15453 -0.6467 -1.4781 1.1879 -0.65
H 2.53785 4.25333 -2.19688 -4.2071 -0.8752 2.1682 0.42
H -2.03804 4.31064 0.23165 -1.2874 0.4025 5.0761 0.19
H -2.63900 3.81452 -1.34882 0.6791 0.5823 1.2616 0.20
H -1.80493 5.34857 -1.30030 0.3225 -0.7309 1.4383 0.25

5.
28
Properties=species:S:1:pos:R:3:forces:R:3:mulliken_spin:R:1 method="wB97M-V/def2-TZVPD" molar_mass_g_mol=230.13 relative_energy_kcal_mol=36.1 spin_multiplicity=5 gap_ha="0.1726 / 0.2012" lumo_ev="0.861 / -1.669"
C 1.36554 0.20756 -0.58900 -0.3757 1.4141 -0.0475 -0.07
C 1.84870 -0.71795 -1.55453 -0.6892 0.3778 0.7057 0.43
C 1.37195 -0.34743 -2.83694 -1.3048 2.0836 1.1576 -0.01
C 0.59787 0.80092 -2.68273 1.0794 -1.8204 -1.0086 0.30
C 0.51985 1.12102 -1.26938 1.9482 0.4097 1.9078 0.30
Co -1.17532 0.60748 1.35849 -0.0267 1.3250 -0.0060 2.50
P 0.46876 1.22924 2.76124 -1.3825 -0.2155 -1.2234 0.24
H 1.76232 0.36878 0.43977 -0.7551 -0.5803 -1.0673 0.00
H 2.37320 -1.60597 -1.30314 0.6655 -0.4958 0.0125 0.02
H 1.61158 -0.75227 -3.75902 0.4225 -0.9356 -1.4561 0.00
H 0.19018 2.07200 -0.79205 -0.1120 -0.9863 -0.6406 0.02
H 0.31902 1.33732 -3.56977 -0.6835 0.4583 0.1943 0.00
H 0.24088 2.62634 2.98965 0.6787 -0.8332 0.7052 -0.03
H 1.75598 0.66504 2.95500 0.4563 0.5023 0.8052 0.09
H -0.42373 0.42421 3.54479 0.7054 0.6524 0.3678 0.00
C -3.91881 -1.65510 -0.95538 0.3639 0.6536 0.6151 0.04
C -3.82491 -1.98746 0.55746 1.0009 0.4206 0.1754 0.02
C -2.54488 -1.28421 1.07609 0.1272 0.4332 -0.4965 0.07
O -1.88245 -0.62019 -0.05536 -1.7007 -1.5879 -1.0197 -0.06
C -2.56112 -1.01681 -1.31928 1.0642 -0.0184 0.1070 0.02
H -4.15243 -2.54119 -1.55662 0.1369 0.3078 0.0948 0.00
H -4.69731 -0.90256 -1.08429 -0.0561 -0.1604 -0.1804 0.01
H -3.71041 -3.05141 0.73077 -0.2585 -0.1555 0.0260 0.00
H -4.65603 -1.58378 1.13602 -0.1923 -0.3022 -0.2273 -0.03
H -2.80396 -0.42471 1.78115 -0.0120 -0.7810 -0.2278 0.15
H -1.77497 -1.92560 1.52894 -0.5409 -0.1396 -0.0375 -0.03
H -1.87775 -1.72085 -1.84534 -0.4367 0.3510 0.4038 -0.01
H -2.62619 -0.10462 -1.93624 -0.1225 -0.3772 0.3604 0.00

6.
18
Properties=species:S:1:pos:R:3:forces:R:3:nbo_charge:R:1 method="wB97M-V/def2-TZVPD" molar_mass_g_mol=112.19 relative_energy_kcal_mol=34.9 gap_ha=0.3380 smiles=CCSC.O.O lumo_ev=0.614
C -0.46034 1.42090 -0.38548 0.1551 -0.7613 -0.7585 -0.64
C 0.55544 1.08361 0.77195 0.3875 0.5642 -0.9124 -0.52
S 1.46184 -0.50513 0.42828 -0.4580 0.9947 1.3055 0.20
C 2.09235 -0.12860 -1.17484 -1.4297 1.4318 -3.0724 -0.81
H -1.22799 2.19893 -0.19086 0.5020 -0.5845 0.3797 0.23
H 0.10560 1.82631 -1.32456 -0.8709 -1.0227 1.7222 0.21
H -0.96902 0.43436 -0.62895 0.3158 1.3834 -0.0551 0.22
H 1.34983 1.81732 0.64152 0.0977 0.1628 0.5176 0.21
H 0.25085 1.12796 1.85356 -0.1190 -0.2770 -1.2652 0.22
H 2.45100 0.92387 -1.52659 -0.5460 -1.4431 1.5330 0.23
H 1.19372 -0.30646 -1.91701 2.1174 -0.0837 0.9966 0.22
H 2.94524 -0.77784 -1.32149 -0.1034 -0.3847 -0.4017 0.24
H 0.10432 -3.00993 -0.88338 -2.0357 -0.0778 1.5991 0.47
H -1.04630 -3.87043 -1.25474 -0.2280 0.9181 1.6804 0.46
O -0.81047 -3.25994 -0.48637 2.2158 -0.8088 -3.2367 -0.93
H -1.98689 0.68284 2.48866 -0.4462 0.5679 -0.2355 0.46
H -3.05734 -0.30669 2.56136 -0.5161 0.8538 -0.3222 0.47
O -2.95185 0.64895 2.34892 0.9617 -1.4330 0.5257 -0.93